(1)
{"formula": "C4H5NO", "method": "ωB97M-V with the def2-TZVPD basis set", "elements": ["H", "C", "H", "H", "C", "C", "H", "O", "C", "H", "N"], "positions_angstrom": [[-2.5924, -0.0703, -0.8624], [-1.5148, -0.2864, -1.1965], [-1.3965, -1.0187, -1.9974], [-0.9657, 0.5237, -1.4655], [1.7259, 0.9800, 0.1643], [-0.1852, -0.8368, 1.0079], [0.0636, -1.0172, 2.0357], [1.3634, 1.3708, -0.8716], [-0.8214, -0.7313, -0.0472], [2.0717, 0.2655, 1.9988], [2.2515, 0.8207, 1.2339]], "smiles": "N=C=O.C#CC", "energy_ha": -285.3243, "homo_ev": -9.978, "homo_lumo_gap_ev": 10.863}



(2)
{"formula": "C4H5NO", "method": "ωB97M-V with the def2-TZVPD basis set", "elements": ["H", "H", "C", "C", "N", "H", "H", "C", "O", "C", "H"], "positions_angstrom": [[0.4445, -0.3281, -3.0346], [-1.4150, -0.3187, 2.9333], [-1.4338, 0.2239, 1.9935], [-0.4299, 0.1068, 1.1261], [-0.3685, 1.3530, -1.1510], [-2.2933, 0.8563, 1.7933], [0.4301, -0.5281, 1.3210], [2.7232, -0.2593, -1.1202], [2.3051, -0.9439, -0.3138], [-0.4113, 0.8048, -0.1309], [0.4488, -0.9667, -3.4169]], "energy_ha": -285.3325, "homo_ev": -10.694, "homo_lumo_gap_ev": 11.024}



(3)
{"formula": "C4H5NO", "method": "ωB97M-V with the def2-TZVPD basis set", "elements": ["H", "C", "H", "H", "H", "H", "N", "O", "C", "C", "C"], "positions_angstrom": [[2.7306, -0.6951, 0.0570], [-0.0117, 0.9801, -0.5454], [0.2415, 1.9748, -0.8980], [-1.0415, 1.4663, 0.5009], [-1.5652, -1.5548, -0.3799], [-1.5267, -0.9600, 1.2892], [2.2374, 0.1368, -0.2627], [0.3186, -1.0958, 0.3286], [-1.1065, -0.8173, 0.2919], [0.9896, -0.0278, -0.1769], [-1.2663, 0.5928, -0.2047]], "smiles": "[H]/N=C1/C=CCO1", "energy_ha": -285.2946, "homo_ev": -9.487, "homo_lumo_gap_ev": 9.488}